Record 1
{
  "formula": "C25H35MnN8O5S3",
  "method": "ωB97M-V with the def2-TZVPD basis set",
  "symbols": ["Mn", "N", "C", "C", "C", "C", "N", "C", "N", "N", "C", "O", "O", "H", "H", "H", "H", "H", "H", "H", "H", "H", "H", "H", "H", "H", "H", "C", "O", "C", "O", "N", "N", "H", "H", "H", "H", "H", "H", "C", "N", "C", "C", "N", "C", "H", "H", "H", "H", "H", "H", "O", "C", "C", "C", "C", "C", "S", "C", "C", "C", "C", "S", "C", "C", "C", "C", "S", "H", "H", "H", "H", "H", "H", "H", "H", "H"],
  "positions_angstrom": [[-0.287, -1.098, 0.827], [0.937, 0.595, 2.124], [0.021, 1.721, 2.326], [0.708, 3.081, 2.559], [1.875, 3.485, 1.637], [1.588, 3.580, 0.129], [0.390, 4.339, -0.195], [0.146, 5.605, 0.103], [1.132, 6.470, 0.354], [-1.125, 6.009, 0.126], [-1.048, 1.712, 1.196], [-1.670, 2.735, 0.932], [-1.240, 0.579, 0.643], [1.354, 0.307, 3.001], [1.686, 0.855, 1.491], [-0.573, 1.504, 3.220], [1.109, 3.071, 3.575], [-0.071, 3.844, 2.522], [2.712, 2.795, 1.768], [2.222, 4.459, 1.987], [1.431, 2.585, -0.293], [2.451, 4.015, -0.380], [-0.448, 3.772, -0.271], [2.089, 6.221, 0.174], [0.936, 7.444, 0.508], [-1.857, 5.315, 0.106], [-1.382, 6.971, 0.261], [0.012, -5.785, 0.733], [1.254, -5.055, 0.750], [1.197, -3.760, 0.908], [0.138, -3.121, 0.989], [2.415, -3.200, 1.008], [2.506, -1.819, 1.164], [0.292, -6.813, 0.536], [-0.643, -5.415, -0.051], [-0.488, -5.707, 1.697], [3.224, -3.760, 0.785], [2.741, -1.375, 0.281], [3.230, -1.621, 1.845], [-4.683, -1.031, 4.030], [-3.301, -1.282, 3.649], [-2.316, -1.779, 4.464], [-1.190, -1.860, 3.708], [-1.476, -1.411, 2.441], [-2.761, -1.076, 2.444], [-4.804, -1.248, 5.087], [-5.355, -1.669, 3.459], [-4.945, 0.010, 3.851], [-2.494, -2.050, 5.490], [-0.208, -2.204, 3.985], [-3.300, -0.673, 1.601], [0.575, -0.837, -0.732], [0.429, -0.959, -2.140], [1.786, -0.796, -2.791], [2.113, -0.072, -3.894], [3.470, -0.240, -4.288], [4.153, -1.079, -3.473], [3.157, -1.680, -2.208], [-0.511, 0.083, -2.742], [-1.427, -0.083, -3.738], [-2.087, 1.123, -4.096], [-1.652, 2.186, -3.376], [-0.427, 1.736, -2.260], [-0.154, -2.325, -2.476], [0.292, -3.318, -3.289], [-0.622, -4.408, -3.378], [-1.736, -4.224, -2.627], [-1.713, -2.705, -1.819], [1.413, 0.559, -4.421], [3.900, 0.243, -5.153], [5.180, -1.399, -3.541], [-1.617, -1.031, -4.219], [-2.848, 1.182, -4.859], [-1.983, 3.211, -3.420], [1.223, -3.280, -3.834], [-0.456, -5.279, -3.996], [-2.590, -4.873, -2.517]],
  "forces_ev_per_a": [[0.34, 0.41, 0.01], [-0.31, -0.35, -0.10], [-0.02, 0.24, -0.36], [-0.04, -0.11, -0.22], [-0.26, -0.09, -0.05], [0.16, 0.00, 0.41], [-0.26, -0.11, 0.03], [-0.01, 0.08, -0.10], [0.03, -0.02, 0.00], [0.02, -0.04, 0.03], [0.56, 0.53, 0.58], [0.09, -0.16, -0.08], [-0.39, -0.96, -0.58], [0.08, -0.03, -0.04], [0.04, -0.07, 0.01], [0.06, -0.04, 0.02], [-0.07, 0.10, 0.02], [-0.02, 0.00, 0.08], [0.08, 0.08, -0.02], [0.09, -0.06, 0.09], [0.02, 0.12, -0.13], [0.00, -0.11, -0.07], [-0.04, -0.11, 0.05], [-0.01, -0.02, -0.03], [-0.02, 0.00, 0.02], [-0.03, 0.04, 0.05], [0.02, 0.02, -0.01], [-0.29, -0.18, -0.05], [0.03, 0.10, 0.03], [0.39, 0.17, 0.00], [-0.42, 0.57, 0.06], [-0.13, -0.03, -0.16], [0.03, 0.08, 0.21], [0.02, 0.02, 0.01], [0.05, 0.09, -0.08], [0.09, 0.03, 0.01], [0.01, -0.04, -0.03], [0.03, -0.06, -0.08], [-0.02, -0.03, 0.06], [-0.34, 0.05, -0.05], [0.20, -0.08, -0.09], [0.18, -0.11, 0.02], [0.09, -0.07, 0.07], [-0.26, 0.09, 0.02], [0.00, 0.08, -0.01], [0.05, -0.01, -0.01], [0.04, -0.03, 0.02], [0.07, 0.00, 0.01], [-0.04, 0.05, 0.02], [-0.01, -0.03, 0.00], [-0.01, 0.04, 0.03], [0.47, 0.18, 0.02], [-0.48, -0.26, -0.57], [0.12, -0.08, 0.29], [0.00, -0.04, 0.06], [0.02, 0.01, -0.05], [0.05, -0.07, 0.15], [-0.13, 0.07, -0.24], [0.07, 0.05, 0.42], [0.11, 0.05, 0.06], [0.00, 0.04, -0.07], [0.13, 0.09, 0.13], [-0.14, -0.13, -0.18], [-0.13, 0.19, 0.32], [-0.01, 0.06, 0.02], [-0.03, -0.07, 0.00], [-0.10, 0.03, 0.19], [0.18, -0.19, -0.12], [-0.05, -0.04, -0.02], [0.06, -0.02, 0.00], [0.03, 0.06, -0.01], [-0.02, -0.03, 0.03], [-0.02, 0.03, 0.01], [-0.03, 0.00, -0.06], [0.03, 0.06, 0.01], [-0.01, -0.03, 0.02], [0.02, -0.03, -0.04]],
  "s_squared": 6.04,
  "multiplicity": 5,
  "lumo_energy_ev": [-6.17, -4.89],
  "e_tot_ha": -4133.10054,
  "gap_ev": [6.74, 8.02],
  "total_charge": 2
}

Record 2
{
  "formula": "C12H19O2P",
  "method": "ωB97M-V with the def2-TZVPD basis set",
  "symbols": ["C", "C", "C", "C", "C", "C", "C", "C", "C", "C", "C", "C", "O", "O", "P", "H", "H", "H", "H", "H", "H", "H", "H", "H", "H", "H", "H", "H", "H", "H", "H", "H", "H", "H"],
  "positions_angstrom": [[-1.122, -0.175, -4.016], [0.139, 0.346, -3.793], [-1.931, -0.695, -2.996], [0.654, 0.311, -2.496], [-1.376, -0.668, -1.696], [-0.130, -0.159, -1.463], [-0.309, -3.470, -0.943], [-0.478, 2.240, 0.862], [1.226, 1.378, 2.396], [1.872, 2.045, 0.118], [-0.733, -3.575, 0.274], [0.748, 1.379, 0.931], [-0.900, -0.638, 1.177], [-0.072, -3.428, 1.474], [0.561, -0.390, 0.263], [-1.405, -0.308, -5.000], [0.722, 0.640, -4.570], [-2.760, -1.314, -3.155], [1.560, 0.761, -2.368], [-2.063, -1.129, -0.908], [0.789, -3.480, -1.002], [-0.971, -3.767, -1.801], [-1.137, -1.582, 1.320], [-0.658, 2.585, -0.177], [-1.417, 1.683, 1.148], [-0.409, 3.204, 1.513], [0.831, 0.452, 2.865], [0.742, 2.241, 2.989], [2.338, 1.450, 2.435], [2.444, 1.340, -0.362], [1.550, 2.629, -0.740], [2.472, 2.671, 0.837], [-1.755, -3.720, 0.456], [0.842, -3.166, 1.273]],
  "forces_ev_per_a": [[-0.28, -0.58, 1.20], [-1.57, -1.28, 2.97], [3.22, 0.77, 0.93], [-2.40, -0.11, -1.43], [-3.10, -0.99, -0.37], [0.69, 0.04, 1.94], [1.49, -1.36, -1.84], [-2.24, 1.20, -0.16], [-0.67, -0.39, 1.04], [-0.75, 1.94, 1.18], [-0.73, 0.07, 1.94], [0.86, 0.75, -0.22], [0.95, -0.53, -0.89], [0.31, -0.06, -0.93], [-1.93, 0.59, 1.36], [-0.83, -0.03, -1.97], [1.55, 1.01, -2.17], [-1.40, -0.25, -0.50], [2.53, 0.75, 0.70], [1.53, 0.89, -0.83], [-0.42, 0.41, -0.85], [0.95, 0.72, 1.00], [0.69, 0.93, -0.12], [0.05, -0.18, 0.46], [1.00, 0.61, 0.02], [0.04, -1.71, -1.06], [0.60, 0.49, 0.15], [0.99, -1.20, -1.01], [-0.88, -0.33, 0.36], [2.12, -1.89, -0.60], [-0.49, 0.49, 0.24], [-0.34, -0.46, -1.20], [-1.43, -0.31, 0.47], [-0.10, 0.00, 0.20]],
  "smiles": "CC(C)(C)P(O)c1ccccc1.C=CO",
  "multiplicity": 1,
  "lumo_energy_ev": 0.81,
  "e_tot_ha": -960.40791,
  "gap_ev": 9.39,
  "relative_energy_kj_mol": 122.72
}

Record 3
{
  "formula": "C5H3CoO4S9",
  "method": "ωB97M-V with the def2-TZVPD basis set",
  "symbols": ["Co", "S", "C", "S", "C", "C", "S", "S", "S", "C", "O", "C", "S", "S", "H", "H", "H", "O", "S", "O", "O", "S"],
  "positions_angstrom": [[-0.378, 0.230, -0.511], [1.142, -0.438, 6.658], [0.761, -0.252, 5.057], [1.855, 0.361, 3.884], [0.829, 0.289, 2.463], [-0.475, -0.195, 2.710], [-1.705, -0.328, 1.600], [-0.763, -0.654, 4.382], [1.431, 0.777, 0.991], [2.509, -3.713, -3.026], [1.845, -3.117, -1.926], [0.542, -2.770, -2.075], [-0.236, -2.948, -3.525], [-0.112, -2.184, -0.586], [3.469, -4.043, -2.631], [2.656, -2.990, -3.830], [1.939, -4.552, -3.425], [-1.469, 1.920, -0.750], [-1.114, 2.366, -2.172], [-0.447, 3.659, -2.146], [-2.287, 2.311, -3.026], [0.222, 0.871, -2.684]],
  "forces_ev_per_a": [[-0.06, -0.14, -0.38], [-0.01, 0.00, -0.04], [0.02, -0.01, 0.01], [0.12, 0.02, -0.03], [-0.28, -0.18, 0.25], [0.30, 0.11, 0.15], [-0.06, 0.04, -0.10], [-0.14, -0.03, 0.03], [0.18, 0.15, -0.03], [0.09, 0.06, 0.01], [-0.15, -0.10, -0.01], [0.09, 0.23, -0.07], [-0.05, 0.00, 0.15], [-0.05, -0.23, 0.09], [0.04, 0.00, -0.01], [-0.02, 0.00, -0.01], [0.00, -0.03, 0.02], [0.16, -0.02, -0.32], [-0.14, 0.14, 0.30], [-0.08, -0.19, -0.02], [0.15, 0.01, 0.02], [-0.11, 0.16, 0.00]],
  "s_squared": 6.04,
  "multiplicity": 5,
  "lumo_energy_ev": [4.04, 3.19],
  "e_tot_ha": -5459.90205,
  "gap_ev": [6.00, 5.37],
  "total_charge": -2,
  "relative_energy_kj_mol": 22.62
}